No. 1
Computed, not measured: 2 unconnected molecules or ions with the total composition C19H26N3O in a non-equilibrium geometry, with the ωB97M-V functional and the def2-TZVPD basis.

Values from the calculation:
**Kohn-Sham gap**: 5.7 eV
**Calculated total energy**: -26635.06113 eV
**Net charge**: +1

Positions of all 49 atoms, in Å:
C  0.1472  0.2074  2.8736
N  -1.2344  0.2443  2.6423
C  -1.9828  -0.9543  2.8888
C  -3.4568  -0.4936  2.8961
C  -3.4301  1.0522  2.8754
C  -1.9441  1.4674  2.8598
H  0.6165  1.0095  2.3030
H  0.4119  0.3193  3.9376
H  0.5134  -0.7571  2.5192
H  -1.7837  -1.6573  2.0657
H  -1.6850  -1.4480  3.8375
H  -3.9233  -0.8577  1.9756
H  -3.9887  -0.9086  3.7545
H  -3.8813  1.4011  1.9438
H  -3.9580  1.5026  3.7152
H  -1.6316  1.9741  3.7908
H  -1.7274  2.1355  2.0158
C  -1.1790  -0.6497  -2.4615
N  -0.7875  0.4522  -3.3242
C  -1.4854  0.7843  -4.4761
C  -0.8276  1.8173  -5.0572
N  0.2725  2.1056  -4.2578
C  1.2610  3.1290  -4.5679
C  0.2970  1.2510  -3.2035
C  1.0925  1.4197  -1.9686
C  1.4406  0.1582  -1.2918
C  1.6531  0.0570  0.0447
C  2.1748  -1.1558  0.6628
C  2.7073  -1.0910  1.9806
C  3.0226  -2.2451  2.6880
C  2.9784  -3.4945  2.0428
C  2.5780  -3.5570  0.6998
C  2.1759  -2.4123  0.0039
O  1.3975  2.5582  -1.5832
H  -0.7821  -0.5434  -1.4507
H  -2.2739  -0.6603  -2.4239
H  -0.8188  -1.5934  -2.8863
H  -2.3758  0.2550  -4.7680
H  -1.0611  2.3827  -5.9465
H  2.0543  3.1161  -3.8148
H  1.6875  2.9393  -5.5651
H  0.7834  4.1172  -4.5702
H  1.6264  -0.6607  -1.9956
H  1.6000  0.9631  0.6549
H  2.7994  -0.1105  2.4505
H  3.2831  -2.1723  3.7422
H  3.2501  -4.3966  2.5905
H  2.5589  -4.5223  0.1907
H  1.8352  -2.4778  -1.0333

---

No. 2
Computed, not measured: a molecular structure, C19H26N3O8P2Ru in a non-equilibrium geometry, with the ωB97M-V functional and the def2-TZVPD basis.

Values from the calculation:
**Spin multiplicity**: 2
**Kohn-Sham gap (alpha / beta)**: 6.9 / 7.2 eV
**Calculated total energy**: -62125.77917 eV
**Net charge**: +2

Positions of all 59 atoms, in Å:
Ru  0.2754  0.5440  -0.1010
O  1.6144  -1.2408  -0.8329
C  2.2050  -1.1094  -2.1574
C  1.4757  -1.9213  -3.2072
C  -0.0390  -1.8558  -3.0282
C  -0.6295  -0.4763  -3.0508
C  -0.9099  0.1823  -4.2365
C  -1.6333  1.3700  -4.2287
C  -2.1190  1.8527  -3.0216
C  -1.7773  1.1568  -1.8846
N  -1.0020  0.0639  -1.8651
H  1.4484  -2.1725  -0.6373
H  3.2522  -1.4095  -2.1074
H  2.1651  -0.0436  -2.3814
H  1.7744  -2.9703  -3.1530
H  1.7770  -1.5581  -4.1915
H  -0.3204  -2.3132  -2.0809
H  -0.5085  -2.4368  -3.8221
H  -0.5879  -0.2592  -5.1706
H  -1.8496  1.8818  -5.1574
H  -2.7545  2.7248  -2.9608
H  -2.1779  1.4513  -0.9241
C  0.9013  2.2807  3.3546
C  -0.4262  1.5556  3.5489
O  -0.8398  1.6468  4.8904
P  -1.6505  2.1057  2.3425
O  -1.8535  3.6591  2.4047
O  -3.0232  1.5091  2.7761
O  -1.1666  1.7242  0.9671
P  -0.3255  -0.2328  3.0440
O  0.6181  -0.8908  4.1240
O  -1.7084  -0.7665  3.0289
O  0.5079  -0.2275  1.7354
H  0.8678  3.2424  3.8656
H  1.0794  2.4620  2.2929
H  1.7222  1.7030  3.7812
H  -1.7270  1.2845  5.0122
H  -2.3966  4.0122  3.1249
H  -2.9693  0.5191  2.8210
H  0.1498  -1.4096  4.7943
N  2.5409  0.6943  0.4849
C  3.2098  1.5674  -0.4168
C  4.5290  1.4904  -0.7538
C  5.0976  2.4700  -1.6010
C  4.3378  3.4978  -2.0829
C  2.9491  3.5480  -1.8042
C  2.0758  4.5422  -2.3011
C  0.7420  4.4810  -2.0077
C  0.2537  3.3998  -1.2588
N  1.0400  2.4549  -0.7789
C  2.3932  2.5436  -0.9978
H  3.0297  -0.1652  0.6979
H  2.2347  1.1302  1.3508
H  5.1522  0.7059  -0.3405
H  6.1524  2.4191  -1.8315
H  4.7761  4.2743  -2.6962
H  2.4731  5.3473  -2.9069
H  0.0497  5.2380  -2.3465
H  -0.7985  3.3185  -1.0307

---

No. 3
Computed, not measured: C19H26N4O in the gas phase, with the ωB97M-V functional and the def2-TZVPD basis.

Values from the calculation:
**SMILES**: C=C(C)c1cccc(C(C)(C)NC(=O)NCCCn2ccnc2)c1
**Kohn-Sham gap**: 9.1 eV
**Calculated total energy**: -28133.73540 eV
**Net charge**: 0

Positions of all 50 atoms, in Å:
C  2.7905  2.1926  -5.5064
C  2.8270  1.6888  -4.2773
C  1.6106  1.1978  -3.6068
C  0.6165  0.5439  -4.3295
C  -0.5204  0.0871  -3.6910
C  -0.6826  0.2698  -2.3300
C  0.3018  0.9096  -1.5828
C  1.4382  1.3652  -2.2337
H  2.2055  1.8813  -1.6813
C  0.0851  1.0900  -0.0828
N  -0.2298  -0.2047  0.5282
C  -1.4237  -0.8475  0.6152
O  -2.5024  -0.4055  0.2688
N  -1.3060  -2.1192  1.1366
H  -0.4490  -2.3590  1.6106
C  -2.4982  -2.8321  1.5345
C  -3.1760  -2.2659  2.7907
H  -4.1397  -2.7607  2.9180
H  -3.3584  -1.2034  2.6234
C  -2.3625  -2.4584  4.0747
N  -1.1344  -1.7096  4.0603
C  0.1173  -2.1927  3.8824
N  1.0127  -1.2438  3.8335
C  0.3205  -0.0854  3.9880
C  -1.0111  -0.3519  4.1253
H  -1.8553  0.2917  4.2615
H  0.8254  0.8594  4.0053
H  0.3335  -3.2417  3.8128
H  -2.1117  -3.5154  4.2051
H  -2.9615  -2.1360  4.9333
H  -2.2361  -3.8830  1.6784
H  -3.2059  -2.7508  0.7052
H  0.5875  -0.7309  0.7968
C  1.3360  1.5907  0.6454
H  1.5794  2.6041  0.3392
H  1.1440  1.5943  1.7156
H  2.1889  0.9426  0.4532
C  -1.0501  2.0927  0.1454
H  -0.7957  3.0391  -0.3255
H  -1.1948  2.2507  1.2118
H  -1.9779  1.7226  -0.2766
H  -1.5774  -0.0868  -1.8465
H  -1.2886  -0.4192  -4.2574
H  0.7460  0.3789  -5.3886
C  4.1131  1.6055  -3.5056
H  4.9647  1.7163  -4.1722
H  4.1884  0.6509  -2.9879
H  4.1637  2.3996  -2.7608
H  1.8716  2.2939  -6.0572
H  3.6815  2.5442  -5.9991

---

No. 4
Computed, not measured: C19H26N4O3 in the gas phase, with the ωB97M-V functional and the def2-TZVPD basis.

Values from the calculation:
**SMILES**: CO[C@]1(C(=O)NC[C@H](C)C(C)C)CCN(C(=O)c2cncc(C#N)c2)C1
**Kohn-Sham gap**: 9.5 eV
**Calculated total energy**: -32228.45532 eV
**Net charge**: 0

Positions of all 52 atoms, in Å:
C  3.0310  -1.5244  -0.7559
O  1.7060  -1.0983  -0.4945
C  1.4047  -0.6744  0.8275
C  -0.1056  -0.4030  0.8944
O  -0.5942  0.0310  1.9267
N  -0.8064  -0.7237  -0.2014
C  -2.2493  -0.5921  -0.2828
C  -2.8949  -1.7670  -1.0255
C  -4.1912  -1.2870  -1.6761
C  -3.1398  -2.9866  -0.1150
C  -1.9350  -3.3570  0.7501
C  -3.5703  -4.2090  -0.9240
C  2.2099  0.5577  1.2714
C  3.4071  0.0324  2.0755
N  3.1327  -1.3940  2.2730
C  4.1709  -2.2532  2.4042
O  5.3347  -1.8844  2.4068
C  3.8570  -3.7145  2.5553
C  2.8312  -4.1986  3.3590
N  2.5896  -5.4930  3.5520
C  3.3711  -6.3637  2.9316
C  4.4380  -5.9817  2.1175
C  5.2522  -6.9824  1.4850
N  5.8950  -7.7866  0.9759
C  4.6952  -4.6300  1.9401
C  1.7638  -1.7251  1.8867
H  3.1005  -1.6681  -1.8315
H  3.7700  -0.7790  -0.4522
H  3.2567  -2.4746  -0.2628
H  -0.2853  -1.0625  -0.9938
H  -2.6286  -0.5121  0.7368
H  -2.4975  0.3453  -0.7893
H  -2.2052  -2.0783  -1.8231
H  -4.8998  -0.9546  -0.9127
H  -4.0032  -0.4453  -2.3442
H  -4.6718  -2.0696  -2.2598
H  -3.9610  -2.7126  0.5599
H  -1.0638  -3.5863  0.1292
H  -1.6624  -2.5618  1.4444
H  -2.1627  -4.2459  1.3409
H  -2.7897  -4.4848  -1.6389
H  -3.7328  -5.0652  -0.2676
H  -4.4923  -4.0431  -1.4794
H  2.5098  1.1390  0.4002
H  1.5656  1.1740  1.8945
H  4.3610  0.1361  1.5602
H  3.5018  0.5336  3.0398
H  2.1824  -3.5107  3.8900
H  3.1571  -7.4153  3.0842
H  5.5324  -4.2858  1.3475
H  1.0790  -1.6168  2.7301
H  1.6835  -2.7342  1.4860

---

It is found that the energy relative to the best compared isomer or geometry (same formula, charge and spin) values, taken in the order of the records, are 0.6685, 0.6102, 0.3939, 2.1071 eV.